Model a:
Below is 6 unconnected molecules or ions with the total composition C18H36O18, with properties calculated with ωB97M-V with the def2-TZVPD basis set.

Computed properties:
LUMO energy (eV): 0.55
2S+1: 1
Structure (SMILES): COC(=O)OC.COC(=O)OC.COC(=O)OC.COC(=O)OC.COC(=O)OC.COC(=O)OC
E_HOMO (eV): -10.5

Cartesian coordinates (Å):
C -37.9078 3.2930 18.2259
O -36.7213 3.5019 17.4903
C -35.5448 3.4287 18.0323
O -35.3588 3.3550 19.2466
O -34.5856 3.4769 17.1416
C -33.2649 3.5442 17.5134
H -38.4050 4.2388 18.4346
H -37.9090 2.6062 19.0714
H -38.6153 2.7627 17.5839
H -32.6590 3.3619 16.6274
H -32.9938 2.7147 18.1683
H -33.0310 4.5448 17.8767
C -28.9438 3.4029 13.8758
O -29.0376 4.7893 14.1786
C -29.9575 5.1188 15.0706
O -30.7632 4.3740 15.6278
O -29.9221 6.4081 15.1486
C -30.7658 7.0309 16.1034
H -27.9951 2.9982 14.2324
H -28.9030 3.3016 12.7910
H -29.7144 2.7400 14.2646
H -30.4218 6.9289 17.1307
H -31.8344 6.8403 16.0224
H -30.6271 8.0908 15.8923
C -33.7129 10.0463 14.5393
O -33.2397 11.2591 15.0457
C -31.9196 11.4435 15.0367
O -31.0702 10.7260 14.5565
O -31.7273 12.6191 15.6242
C -30.4205 13.1920 15.5867
H -33.1187 9.1947 14.8777
H -33.6091 10.0183 13.4530
H -34.7309 9.7479 14.7837
H -30.3327 14.2482 15.8365
H -29.9890 13.0424 14.5974
H -29.7671 12.7251 16.3256
C -31.8272 6.4601 20.3336
O -31.5192 7.3242 19.2400
C -32.4099 8.2094 18.7302
O -32.1236 8.8668 17.7429
O -33.5032 8.3272 19.4966
C -34.5770 9.1853 19.1062
H -32.8754 6.1662 20.2525
H -31.7684 6.8924 21.3330
H -31.2488 5.5390 20.3159
H -35.4589 8.5441 19.0619
H -34.3747 9.6531 18.1444
H -34.9139 9.9352 19.8221
C -26.7482 1.5369 6.9010
O -26.1903 2.4967 7.7680
C -25.9289 2.1890 9.0301
O -26.0299 1.1119 9.5742
O -25.5078 3.2803 9.6347
C -25.3601 3.2567 11.0526
H -26.5067 0.5168 7.1940
H -26.5404 1.7836 5.8613
H -27.8354 1.6489 6.9270
H -24.8500 4.1861 11.2877
H -24.7672 2.3812 11.3208
H -26.3495 3.0594 11.4648
C -33.4882 1.7747 14.1456
O -32.8553 1.9145 12.8678
C -32.6476 3.1518 12.4033
O -32.8528 4.1715 13.0133
O -32.2392 3.1403 11.1089
C -31.3266 2.1071 10.6809
H -34.4320 2.3207 14.1505
H -32.8950 2.1933 14.9563
H -33.6687 0.7030 14.1852
H -30.4749 2.2087 11.3529
H -31.0532 2.2010 9.6326
H -31.7649 1.1146 10.7874

Model b:
Below is 6 unconnected molecules or ions with the total composition C18H36O18, with properties calculated with ωB97M-V with the def2-TZVPD basis set.

Computed properties:
LUMO energy (eV): 0.39
2S+1: 1
Structure (SMILES): COC(=O)OC.COC(=O)OC.COC(=O)OC.COC(=O)OC.COC(=O)OC.COC(=O)OC
E_HOMO (eV): -10.7

Cartesian coordinates (Å):
C -1.2441 2.1736 3.1792
O -0.3184 2.8347 4.0352
C 0.1964 2.1607 5.0480
O 0.0032 0.9977 5.2860
O 0.8067 3.0291 5.8585
C 1.2624 2.5841 7.1192
H -0.7905 1.3619 2.6165
H -1.5600 2.9723 2.5130
H -2.1412 1.8073 3.6785
H 1.6150 1.5558 7.0597
H 0.5727 2.7644 7.9407
H 2.1531 3.1562 7.3867
C 6.5173 0.9427 -2.8962
O 5.1812 0.5704 -2.6192
C 4.4339 0.2487 -3.6742
O 4.7661 0.3076 -4.8211
O 3.2615 -0.1621 -3.1813
C 2.1573 -0.2780 -4.0769
H 6.5830 1.9066 -3.4018
H 7.2073 0.2594 -3.3914
H 6.9677 1.0980 -1.9136
H 1.4542 0.5419 -3.9670
H 1.7188 -1.2411 -3.8249
H 2.4559 -0.3390 -5.1237
C -1.6429 8.7186 -2.5028
O -1.3468 7.3305 -2.3781
C -1.4909 6.8156 -1.1606
O -1.6383 7.4579 -0.1605
O -1.5868 5.5031 -1.2742
C -1.4183 4.7764 -0.0504
H -1.0175 9.4246 -1.9639
H -2.7068 8.7881 -2.2677
H -1.5800 8.9912 -3.5562
H -0.5420 5.1377 0.4820
H -1.3132 3.7201 -0.2857
H -2.3277 4.8690 0.5438
C 0.8545 -6.6463 -0.5244
O 1.7039 -5.9518 0.4090
C 1.1371 -5.1347 1.2853
O -0.0232 -5.0482 1.5465
O 2.1228 -4.3644 1.7461
C 1.7375 -3.2444 2.5144
H 0.0281 -5.9902 -0.7865
H 0.4969 -7.5089 0.0408
H 1.4015 -7.0218 -1.3814
H 0.7324 -2.9202 2.2416
H 2.4880 -2.4614 2.4814
H 1.6265 -3.5042 3.5743
C -0.8966 1.7919 -2.6761
O -1.0549 0.4591 -2.1875
C -1.0824 0.3061 -0.8657
O -1.0960 1.1941 -0.0540
O -1.3355 -0.9794 -0.6359
C -1.5575 -1.2980 0.7380
H -0.4451 2.3784 -1.8815
H -1.8572 2.1930 -2.9985
H -0.2818 1.8443 -3.5724
H -2.2457 -0.6079 1.2200
H -0.5939 -1.4326 1.2249
H -2.0655 -2.2602 0.8182
C -3.3788 -5.3670 1.3982
O -4.0854 -4.5865 0.4403
C -3.6708 -4.2400 -0.7495
O -4.1902 -3.4030 -1.4298
O -2.5740 -4.9104 -1.1289
C -1.8587 -4.4200 -2.2573
H -3.3270 -6.4306 1.1603
H -3.9131 -5.2608 2.3367
H -2.3560 -4.9927 1.4381
H -1.2768 -3.5232 -2.0576
H -2.5402 -4.1799 -3.0750
H -1.2708 -5.2641 -2.6075

Which one sits at the bottom of the stability order? model a does.

Model a:
Below is a gas-phase ion, C12H17N2 (charge +1), with properties calculated with ωB97M-V with the def2-TZVPD basis set.

Computed properties:
Net charge: +1
LUMO energy (eV): -3.01
2S+1: 1
Structure (SMILES): CNc1ccccc1C1=CCC[N@H+]1C
E_HOMO (eV): -12.2

Cartesian coordinates (Å):
C -0.7712 -0.0531 -3.3087
C 0.4862 -0.6258 -3.5497
C -1.1499 0.2287 -2.0065
C 1.3631 -1.0064 -2.5072
C -0.1869 0.1023 -0.9906
C 1.0609 -0.5388 -1.2287
C -1.4656 1.2725 2.3702
C -1.4003 1.3801 0.8856
C 2.3604 0.7402 0.2820
C -0.3667 0.1996 2.6691
C -0.5866 0.4629 0.3426
C -1.3818 -1.5382 1.2198
N 2.0160 -0.6279 -0.1286
N -0.3048 -0.5205 1.3721
H -1.3773 0.0535 -4.2458
H 0.7539 -0.6888 -4.5764
H -2.0634 0.6925 -1.7084
H 2.4142 -1.0883 -2.6001
H -1.3244 2.1582 3.0082
H -2.4822 0.8743 2.5077
H -1.8119 2.1732 0.3100
H 2.9770 1.4333 -0.4729
H 1.6258 1.4855 0.5921
H 3.1609 0.7318 1.0754
H 0.6225 0.6269 2.8616
H -0.6481 -0.4691 3.3671
H -1.4211 -1.7455 0.1390
H -1.2166 -2.4553 1.8448
H -2.3123 -0.9532 1.5904
H 2.8364 -1.2671 -0.1458
H 0.5936 -1.0372 1.0316

Model b:
Below is 2 unconnected molecules or ions with the total composition C12H17N2, with properties calculated with ωB97M-V with the def2-TZVPD basis set.

Computed properties:
Net charge: +1
LUMO energy (alpha / beta) (eV): -4.21 / -4.21
2S+1: 1
E_HOMO (alpha / beta) (eV): -11.8 / -11.8

Cartesian coordinates (Å):
C 3.8010 1.2321 0.4997
C 3.2811 0.2868 1.4665
C 3.1421 1.3642 -0.7041
C 2.0914 -0.3228 1.2215
C 2.0755 0.4938 -1.0429
C 1.4579 -0.2198 -0.0278
C -1.3756 0.2341 0.6393
C 0.0867 -2.5592 0.2629
C -0.1496 -2.1065 -1.1731
C 0.4099 -1.1581 -0.2636
C -1.9825 0.8539 -1.6142
C -3.5228 1.2305 0.1289
N -2.2535 0.6830 -0.2002
N -1.3345 0.1296 2.0038
H 4.6400 1.8143 0.8138
H 3.8948 0.2100 2.3271
H 3.3778 2.0826 -1.4329
H 1.5500 -0.7918 1.9764
H 1.7017 0.5005 -2.1387
H -0.7160 -2.9950 0.8297
H 0.9303 -3.2575 0.1935
H 0.3549 -2.5935 -2.0334
H -1.1923 -1.9700 -1.5499
H -2.7699 0.5441 -2.2253
H -1.9688 1.9356 -1.7775
H -1.0226 0.3767 -1.8268
H -3.7991 1.0948 1.1093
H -3.3692 2.4068 0.0195
H -4.2717 0.6841 -0.3773
H -0.9201 -0.6521 2.4902
H -2.1470 0.4689 2.4055

Which one sits at the bottom of the stability order? model b does.